This record from the Open Molecules 2025 dataset describes an isolated ion of composition C6H12IN4 and charge +1. The level of theory is the ωB97M-V functional and the def2-TZVPD basis.

The geometry in ORCA input format:
```
! RIJCOSX wB97M-V def2-TZVPD def2/J DEFGRID3
* xyz 1 1
C 0.51 0.74 1.16
C -0.84 0.11 1.10
C -0.62 -0.99 0.02
C 0.85 -1.27 0.05
C 1.31 0.02 -2.05
C -2.11 1.07 0.81
N 2.56 -0.30 1.44
N -0.89 -0.53 -1.32
N 0.06 0.37 -1.86
N 1.42 -0.40 0.91
I 1.67 -1.75 -3.25
H 0.70 1.53 0.32
H 0.71 1.34 2.13
H -1.16 -0.24 2.17
H -1.26 -1.88 0.39
H 1.08 -2.32 -0.05
H 2.13 0.74 -2.00
H -2.85 0.39 0.37
H -1.75 1.92 0.16
H -2.39 1.49 1.82
H 3.01 -1.22 1.34
H -1.80 -0.11 -1.50
H -0.34 1.29 -2.15
*
```

The calculation puts the energy at -752.0934 a.u. The value obtained for the LUMO energy (alpha / beta) is -5.472 / -5.472 eV. The value obtained for the HOMO energy (alpha / beta) is -0.4476 / -0.4476 Ha. As for the energy above the lowest of the compared OMol25 structures with the same formula, charge and spin: 1.332 eV. The calculation puts the HOMO-LUMO gap (alpha / beta) at 6.71 / 6.71 eV.